[1]
18
Properties=species:S:1:pos:R:3:mulliken_charge:R:1 method="wB97M-V/def2-TZVPD" gap_ev="5.95 / 5.50" charge=-1 molar_mass_g_mol=97.16 de_lowest_kj_mol=280.7 e_homo_ev="-2.158 / -2.128" multiplicity=2
C -1.17 1.17 1.54 -1.29
C -0.45 1.22 0.18 0.10
N 1.56 3.08 0.45 -0.76
C -0.44 -1.25 0.03 -0.42
C 0.02 -0.06 -0.36 0.11
C 0.37 -2.87 -1.69 -0.81
C -0.27 -2.56 -0.54 -0.26
H -1.04 2.16 1.98 0.40
H -0.73 0.43 2.21 0.27
H -2.25 1.00 1.47 0.30
H -1.09 1.80 -0.51 0.22
H 0.48 2.01 0.38 0.05
H 2.50 2.72 0.63 -0.02
H 1.54 4.02 0.84 -0.02
H 0.79 -0.02 -1.14 0.33
H 0.60 -3.92 -1.82 0.24
H 0.72 -2.14 -2.40 0.28
H -0.73 -3.41 -0.04 0.27

---

[2]
18
Properties=species:S:1:pos:R:3:mulliken_charge:R:1 method="wB97M-V/def2-TZVPD" gap_ev="3.78 / 6.73" charge=-1 molar_mass_g_mol=97.16 de_lowest_kj_mol=235.7 e_homo_ev="0.634 / -2.434" multiplicity=2
C 2.49 0.15 1.46 -1.11
C 1.03 0.45 1.15 0.11
N -1.79 0.16 0.66 -0.62
C -0.88 -0.27 -0.38 0.14
C 0.53 -0.23 -0.10 -0.80
C -1.85 -0.92 -2.50 -0.72
C -1.16 0.07 -1.88 -0.52
H 2.93 0.93 2.19 0.33
H 3.14 0.45 0.57 0.26
H 2.67 -0.95 1.73 0.32
H 0.50 0.11 2.11 0.14
H 0.86 1.64 1.13 0.08
H -1.41 0.24 1.59 0.20
H -2.68 -0.44 0.64 0.22
H 1.22 0.12 -0.99 -0.12
H -2.58 -0.74 -3.31 0.35
H -1.92 -1.88 -1.91 0.32
H -1.10 1.11 -2.17 0.41

---

[3]
18
Properties=species:S:1:pos:R:3:mulliken_charge:R:1 method="wB97M-V/def2-TZVPD" gap_ev="3.50 / 6.13" charge=-1 molar_mass_g_mol=97.16 de_lowest_kj_mol=60.3 e_homo_ev="0.364 / -2.325" multiplicity=2
C 2.08 0.79 -2.16 -0.92
N 1.14 -0.29 -2.05 -0.38
C 0.87 -0.72 -0.67 -0.31
C -2.54 0.12 2.99 -1.01
C -2.10 0.19 1.65 -0.20
C -0.90 -0.34 1.15 -0.47
C -0.33 -0.04 -0.08 -0.53
H 1.61 1.71 -1.82 0.26
H 2.37 0.84 -3.22 0.34
H 3.00 0.58 -1.59 0.30
H 1.48 -1.08 -2.57 0.25
H 1.73 -0.53 0.01 0.11
H 0.83 -1.84 -0.68 0.31
H -1.89 -0.44 3.66 0.25
H -3.30 0.79 3.36 0.22
H -2.76 0.69 0.95 0.27
H -0.39 -0.99 1.87 0.22
H -0.89 0.56 -0.79 0.27

---

[4]
18
Properties=species:S:1:pos:R:3:mulliken_charge:R:1 method="wB97M-V/def2-TZVPD" gap_ev=9.37 charge=0 molar_mass_g_mol=97.16 de_lowest_kj_mol=280.2 e_homo_ev=-8.158 smiles="C/C=C/N1C[C@@H]1C"
C 0.73 0.01 -0.30 -0.52
C -1.31 0.92 0.86 -0.48
C 1.90 -0.09 0.39 0.07
C -1.69 0.21 -0.36 0.35
C 3.27 0.00 -0.15 -1.01
C -2.72 -0.79 -0.27 -1.50
N -0.54 -0.22 0.34 -0.32
H 0.87 0.31 -1.29 0.27
H -0.85 1.94 0.79 0.28
H -1.95 0.72 1.68 0.27
H 1.86 -0.38 1.45 0.32
H -1.51 0.72 -1.31 0.45
H 3.22 0.77 -0.97 0.28
H 3.64 -0.87 -0.71 0.25
H 3.92 0.11 0.77 0.28
H -2.44 -1.58 0.30 0.43
H -3.01 -1.10 -1.34 0.30
H -3.57 -0.27 0.23 0.28

---

[5]
18
Properties=species:S:1:pos:R:3:mulliken_charge:R:1 method="wB97M-V/def2-TZVPD" gap_ev=12.29 charge=0 molar_mass_g_mol=97.16 de_lowest_kj_mol=4.3 e_homo_ev=-11.363 smiles=CCC[C@@H](C)C#N
C -2.46 -0.21 -1.01 -1.29
C -1.41 0.07 0.07 -0.33
C 0.02 -0.14 -0.43 -0.87
C 1.07 -0.10 0.70 0.69
C 2.50 -0.27 0.18 -1.51
C 0.95 1.16 1.46 0.13
N 0.84 2.15 2.06 -0.48
H -3.47 -0.04 -0.62 0.37
H -2.33 0.45 -1.87 0.32
H -2.40 -1.24 -1.36 0.32
H -1.52 1.10 0.44 0.34
H -1.59 -0.58 0.93 0.29
H 0.11 -1.12 -0.92 0.37
H 0.27 0.62 -1.19 0.31
H 0.84 -0.91 1.40 0.21
H 2.58 -1.21 -0.37 0.38
H 2.77 0.55 -0.49 0.34
H 3.22 -0.29 1.01 0.40

---

[6]
18
Properties=species:S:1:pos:R:3:mulliken_charge:R:1 method="wB97M-V/def2-TZVPD" gap_ev=11.96 charge=0 molar_mass_g_mol=97.16 de_lowest_kj_mol=136.0 e_homo_ev=-11.040 smiles=CCC[C@@H](C)C#N
C -2.74 -0.07 -0.94 -1.25
C -1.39 0.23 -0.20 -0.45
C 0.03 -0.39 -0.61 -0.60
C 1.27 -0.37 0.63 0.37
C 2.81 -0.06 0.38 -1.29
C 0.78 0.68 1.52 0.21
N 0.27 1.54 2.10 -0.51
H -3.56 0.21 -0.26 0.34
H -2.92 0.53 -1.85 0.31
H -2.93 -1.12 -1.21 0.34
H -1.32 1.32 -0.20 0.34
H -1.56 -0.06 0.83 0.34
H -0.17 -1.40 -1.01 0.34
H 0.43 0.19 -1.46 0.28
H 1.30 -1.29 1.24 0.20
H 3.32 -0.81 -0.24 0.35
H 2.98 0.92 -0.06 0.34
H 3.39 -0.05 1.33 0.36

---

[7]
18
Properties=species:S:1:pos:R:3:mulliken_charge:R:1 method="wB97M-V/def2-TZVPD" gap_ev=11.58 charge=0 molar_mass_g_mol=97.16 de_lowest_kj_mol=60.1 e_homo_ev=-10.629 smiles=CCC[C@@H](C)C#N
C -2.13 0.54 -0.64 -1.04
C -1.38 -0.69 -0.06 -0.62
C 0.13 -0.77 -0.35 -0.73
C 1.02 -0.03 0.67 0.47
C 2.48 0.02 0.25 -1.48
C 0.42 1.30 0.84 0.32
N -0.35 2.15 0.76 -0.60
H -1.93 1.54 -0.18 0.38
H -1.97 0.60 -1.73 0.27
H -3.18 0.34 -0.48 0.34
H -1.55 -0.71 1.02 0.27
H -1.81 -1.65 -0.42 0.37
H 0.48 -1.81 -0.36 0.36
H 0.34 -0.36 -1.35 0.32
H 0.92 -0.54 1.64 0.24
H 2.86 -1.00 0.13 0.36
H 2.58 0.54 -0.71 0.35
H 3.07 0.54 1.00 0.39